The following is a DFT calculation (wB97M-V/def2-TZVPD) of a 13-piece molecular cluster, C58H72F9O8 overall.

The charge is -1. As for the lowest unoccupied orbital energy: 1.962 eV. For the strongest force on any atom, the calculation gives 0.05821 hartree/bohr. As for the spin multiplicity: 1. Its HOMO energy is -4.0874 eV. The calculation puts the total energy at -3753.9768 Ha. The value obtained for the HOMO-LUMO gap is 6.050 eV.

Each line ends with the Löwdin charge.
Cartesian coordinates (Å):
C1 0.567 -1.931 1.187  -0.5347
O1 1.256 -1.255 0.133  -0.0688
O2 1.039 -3.170 1.254  -0.1652
C2 0.653 -1.097 2.491  -0.5236
F1 -0.024 0.091 2.380  0.0692
F2 0.051 -1.733 3.522  0.0927
F3 1.899 -0.812 2.890  0.1384
C3 0.648 -0.186 -0.529  -0.2787
C4 1.747 0.724 -1.078  -0.0636
H1 2.349 1.127 -0.263  0.0665
H2 2.381 0.166 -1.767  0.0570
H3 1.374 1.606 -1.616  0.0560
H4 -0.010 0.461 0.064  0.0723
H5 0.024 -0.573 -1.343  0.0967
H6 -0.525 -1.994 0.969  0.1263
F4 -0.196 -1.064 -7.948  0.0493
C5 0.079 -0.137 -6.999  -0.2727
C6 -0.502 1.110 -7.158  -0.0188
C7 -0.311 2.055 -6.161  -0.0896
C8 0.388 1.722 -5.001  -0.1019
C9 1.056 0.511 -4.892  -0.0707
C10 0.902 -0.411 -5.929  -0.0261
H7 -1.131 1.276 -8.022  0.1156
H8 -0.718 3.052 -6.265  0.1040
H9 0.508 2.401 -4.164  0.1021
H10 1.617 0.178 -4.031  0.0979
H11 1.396 -1.365 -5.808  0.0901
F5 -0.469 3.557 6.024  0.0549
C11 -0.123 2.339 6.475  -0.2787
C12 -0.420 1.948 7.778  -0.0241
C13 -0.239 0.622 8.146  -0.1034
C14 0.356 -0.276 7.273  -0.1066
C15 0.671 0.135 5.982  -0.0638
C16 0.406 1.444 5.573  0.0005
H12 -0.791 2.655 8.508  0.1103
H13 -0.539 0.293 9.133  0.1022
H14 0.406 -1.340 7.462  0.0938
H15 1.157 -0.554 5.308  0.0946
H16 0.540 1.601 4.510  0.1015
F6 -1.757 -0.124 -2.885  0.0526
C17 -3.005 0.007 -3.373  -0.2801
C18 -3.950 -0.903 -2.941  -0.0241
C19 -5.279 -0.713 -3.230  -0.0820
C20 -5.695 0.384 -3.972  -0.0879
C21 -4.724 1.298 -4.375  -0.0880
C22 -3.360 1.126 -4.113  -0.0182
H17 -3.637 -1.808 -2.433  0.1070
H18 -5.948 -1.473 -2.843  0.1060
H19 -6.740 0.598 -4.145  0.0977
H20 -5.052 2.218 -4.844  0.1001
H21 -2.689 1.956 -4.278  0.1065
F7 4.612 3.127 -0.959  0.0620
C23 4.233 3.691 -2.119  -0.2696
C24 4.514 5.030 -2.345  -0.0211
C25 4.306 5.600 -3.595  -0.0858
C26 3.798 4.787 -4.607  -0.0971
C27 3.555 3.434 -4.381  -0.0849
C28 3.688 2.890 -3.115  -0.0050
H22 4.891 5.678 -1.563  0.1154
H23 4.385 6.662 -3.773  0.1016
H24 3.765 5.227 -5.596  0.0981
H25 3.277 2.819 -5.228  0.0951
H26 3.460 1.865 -2.850  0.0965
F8 0.680 7.185 2.142  0.0370
C29 0.549 5.865 1.861  -0.2837
C30 1.160 5.339 0.736  -0.0186
C31 1.088 3.972 0.515  -0.0737
C32 0.354 3.189 1.401  -0.0851
C33 -0.299 3.729 2.497  -0.0667
C34 -0.203 5.102 2.726  -0.0041
H27 1.720 6.026 0.114  0.1110
H28 1.559 3.513 -0.343  0.0822
H29 0.301 2.113 1.300  0.0771
H30 -0.858 3.122 3.194  0.1000
H31 -0.646 5.467 3.643  0.1151
F9 -6.281 -4.108 -0.860  0.0378
C35 -5.538 -3.473 0.077  -0.2902
C36 -6.079 -2.450 0.814  -0.0258
C37 -5.319 -1.858 1.825  -0.0956
C38 -4.053 -2.299 2.103  -0.0936
C39 -3.529 -3.354 1.351  -0.0633
C40 -4.257 -3.961 0.350  -0.0037
H32 -7.134 -2.252 0.668  0.1153
H33 -5.795 -1.037 2.348  0.1118
H34 -3.458 -1.824 2.869  0.0897
H35 -2.487 -3.597 1.507  0.0738
H36 -3.784 -4.808 -0.130  0.1131
C41 -0.806 -5.933 1.580  -0.0252
C42 -0.869 -5.881 3.067  -0.4771
O3 -0.447 -6.817 3.725  0.0383
C43 -1.449 -4.705 3.801  -0.0203
H37 -0.873 -4.923 1.167  0.0374
H38 -1.601 -6.515 1.109  0.0838
H39 0.178 -6.315 1.320  0.0950
H40 -2.534 -4.848 3.860  0.0921
H41 -1.183 -3.767 3.315  0.0607
H42 -1.178 -4.688 4.853  0.0669
C44 0.291 -3.547 -4.324  -0.0253
C45 0.384 -3.462 -2.800  -0.4927
O4 1.373 -3.193 -2.183  0.1119
C46 -0.892 -3.810 -2.056  -0.0090
H43 1.295 -3.510 -4.753  0.0699
H44 -0.324 -2.740 -4.721  0.0687
H45 -0.073 -4.534 -4.614  0.0763
H46 -0.638 -3.821 -0.994  0.0703
H47 -1.251 -4.774 -2.417  0.0807
H48 -1.635 -3.029 -2.232  0.0598
C47 6.332 1.243 0.804  -0.0290
C48 4.951 0.898 1.315  -0.5133
O5 4.432 -0.173 1.248  0.1064
C49 4.280 2.036 2.102  -0.0156
H49 6.683 0.477 0.114  0.0782
H50 6.986 1.171 1.678  0.0856
H51 6.317 2.245 0.388  0.0594
H52 3.732 2.657 1.390  0.0560
H53 5.017 2.656 2.611  0.0740
H54 3.570 1.582 2.790  0.0750
C50 4.338 -0.671 -5.041  -0.0186
C51 5.148 -0.883 -3.793  -0.5019
O6 4.597 -1.118 -2.751  0.0981
C52 6.633 -0.683 -3.849  -0.0236
H55 4.779 -1.004 -5.985  0.0826
H56 4.077 0.377 -5.208  0.0719
H57 3.387 -1.201 -5.022  0.0558
H58 6.869 0.370 -3.668  0.0867
H59 7.122 -1.013 -4.764  0.0740
H60 7.090 -1.214 -3.012  0.0841
C53 -3.286 0.546 0.958  -0.0112
C54 -3.186 2.031 0.739  -0.4929
O7 -3.560 2.812 1.584  0.0589
C55 -2.624 2.491 -0.576  -0.0103
H61 -3.670 0.372 1.956  0.0681
H62 -2.306 0.062 0.892  0.0764
H63 -3.881 0.111 0.152  0.0897
H64 -1.781 1.813 -0.756  0.0674
H65 -2.267 3.517 -0.546  0.0828
H66 -3.282 2.343 -1.435  0.0762
C56 -2.055 -2.863 6.880  -0.0273
C57 -3.086 -2.272 5.950  -0.4819
O8 -3.972 -2.998 5.556  0.0523
C58 -2.940 -0.817 5.540  -0.0042
H67 -1.811 -2.127 7.654  0.0626
H68 -1.117 -3.035 6.350  0.0772
H69 -2.414 -3.741 7.407  0.0864
H70 -3.910 -0.351 5.371  0.0859
H71 -2.293 -0.703 4.670  0.0755
H72 -2.476 -0.281 6.372  0.0647